{"formula": "C36H31AsCrNO6P2S", "method": "ωB97M-V with the def2-TZVPD basis set", "molar_mass_da": 794.6, "total_charge": 0, "spin_multiplicity": 4, "total_energy_ev": -170285.3082, "relative_energy_kj_mol": 21.7, "lumo_energy_ev": [-0.39, 0.41], "symbols": ["Cr", "C", "P", "C", "C", "C", "C", "C", "C", "C", "C", "C", "C", "C", "C", "C", "C", "C", "C", "C", "P", "C", "C", "C", "C", "C", "C", "C", "C", "C", "C", "C", "C", "N", "H", "H", "H", "H", "H", "H", "H", "H", "H", "H", "H", "H", "H", "H", "H", "H", "H", "H", "H", "H", "H", "H", "H", "H", "H", "H", "O", "As", "O", "O", "C", "C", "C", "C", "C", "C", "S", "O", "O", "O", "H", "H", "H", "H", "H"], "coordinates": [[-0.19187, 0.48023, -0.03300], [-3.68645, -0.26846, -0.55407], [-2.50734, -1.63928, -0.36751], [-3.03967, -3.01865, -1.37848], [-4.29892, -3.59726, -1.21667], [-4.68427, -4.64617, -2.03420], [-3.81687, -5.11660, -3.01397], [-2.56343, -4.54210, -3.17446], [-2.17004, -3.49084, -2.35732], [-2.69705, -2.10068, 1.36145], [-2.64959, -1.08925, 2.31995], [-2.66492, -1.41125, 3.66655], [-2.75475, -2.73994, 4.05875], [-2.84383, -3.74672, 3.10675], [-2.80407, -3.43060, 1.75819], [-3.06867, 1.07826, -0.78584], [-3.68204, 2.11206, -1.43600], [-2.86277, 3.26532, -1.27789], [-1.78425, 2.88441, -0.53766], [-0.62485, 3.69800, -0.04915], [0.78318, 2.57387, -0.36243], [1.09456, 2.87574, -2.13265], [1.34600, 4.16441, -2.60061], [1.55675, 4.39734, -3.95029], [1.49230, 3.34728, -4.85536], [1.20040, 2.06883, -4.40587], [1.00393, 1.83156, -3.05362], [2.19319, 3.08740, 0.65168], [2.89544, 4.27526, 0.47455], [3.95715, 4.58783, 1.31006], [4.32389, 3.72063, 2.32990], [3.61629, 2.54506, 2.52579], [2.55358, 2.23216, 1.69379], [-1.86026, 1.51336, -0.24046], [-4.30613, -0.26321, 0.34434], [-4.34340, -0.49983, -1.39388], [-4.97325, -3.22664, -0.45121], [-5.65949, -5.10100, -1.90837], [-4.12031, -5.93696, -3.65269], [-1.88760, -4.91355, -3.93493], [-1.19414, -3.03420, -2.46272], [-2.59445, -0.05020, 2.01578], [-2.58912, -0.62594, 4.40807], [-2.75057, -2.99053, 5.11197], [-2.92034, -4.78186, 3.41513], [-2.82833, -4.21496, 1.01358], [-4.63444, 2.05974, -1.94515], [-3.04263, 4.25414, -1.67480], [-0.69307, 3.88830, 1.02522], [-0.56497, 4.64988, -0.57241], [1.35800, 5.00504, -1.91886], [1.76732, 5.40230, -4.29412], [1.66228, 3.52886, -5.90945], [1.13291, 1.24889, -5.11023], [0.79872, 0.82792, -2.71556], [2.63242, 4.96405, -0.31559], [4.50238, 5.51026, 1.15826], [5.16222, 3.96440, 2.97072], [3.89496, 1.86615, 3.32191], [1.98926, 1.32166, 1.86092], [3.28186, -1.87348, -1.46812], [3.24390, -0.42898, -0.44224], [4.50806, 0.51271, -0.84875], [1.72984, 0.30659, -0.71904], [3.37267, -1.20786, 1.33511], [4.46725, -0.92681, 2.13724], [4.54092, -1.50622, 3.39905], [3.53612, -2.35676, 3.84949], [2.43673, -2.64187, 3.04883], [2.36765, -2.06391, 1.79854], [0.93416, -2.10645, 0.71999], [0.10090, -3.25018, 1.12210], [0.35000, -0.73236, 1.32066], [-1.13667, -1.19012, -0.87046], [3.82458, -1.63052, -2.23096], [5.24655, -0.27220, 1.76558], [5.38948, -1.29474, 4.03848], [3.61031, -2.79533, 4.83759], [1.63668, -3.29543, 3.38108]], "atomic_forces_ev_per_a": [[0.896, -1.545, -0.734], [0.102, 0.018, -0.102], [-0.090, 0.199, -0.237], [0.023, -0.055, -0.030], [0.026, 0.085, -0.011], [-0.043, -0.024, -0.011], [0.061, 0.024, 0.006], [-0.031, -0.024, -0.007], [-0.032, -0.017, 0.049], [0.218, -0.112, -0.057], [-0.038, -0.082, 0.018], [0.028, 0.057, -0.017], [-0.004, -0.040, -0.049], [-0.017, 0.012, 0.038], [0.092, 0.076, -0.016], [0.128, 0.228, -0.063], [-0.066, 0.086, -0.007], [-0.040, 0.003, -0.098], [-0.133, -0.049, 0.116], [-0.035, -0.148, 0.061], [0.035, 1.069, 0.053], [-0.013, -0.180, -0.061], [-0.055, 0.019, 0.022], [0.007, 0.017, -0.017], [0.004, 0.017, 0.011], [-0.006, 0.038, -0.026], [0.027, 0.097, -0.002], [0.013, -0.205, 0.109], [0.046, 0.019, -0.029], [-0.018, -0.009, -0.007], [0.009, 0.028, -0.025], [0.016, 0.026, 0.047], [-0.109, 0.081, -0.011], [-0.225, 0.130, -0.008], [-0.057, 0.011, 0.011], [0.007, -0.016, -0.021], [0.013, -0.045, -0.020], [0.040, 0.031, -0.008], [0.007, 0.020, 0.020], [-0.030, 0.011, 0.030], [-0.014, -0.023, -0.005], [0.084, 0.036, 0.007], [-0.043, -0.023, -0.013], [-0.030, -0.007, -0.007], [0.010, 0.031, -0.012], [0.053, -0.019, 0.042], [0.056, -0.012, 0.041], [-0.003, -0.059, 0.064], [0.020, 0.015, 0.015], [0.014, 0.041, 0.001], [0.020, -0.007, -0.012], [-0.010, -0.019, 0.003], [-0.013, -0.003, 0.025], [-0.009, 0.012, 0.038], [0.043, -0.044, 0.005], [0.025, -0.028, -0.014], [0.005, -0.006, 0.001], [-0.021, -0.007, -0.010], [-0.027, -0.005, -0.016], [0.049, -0.086, -0.026], [-0.139, 0.183, 0.035], [0.299, 0.080, -0.314], [-0.108, 0.006, 0.228], [-0.396, -0.333, 0.138], [-0.403, -0.249, -0.061], [0.003, -0.042, -0.141], [-0.045, -0.058, 0.096], [0.116, 0.036, 0.012], [-0.054, -0.124, -0.057], [0.249, 0.646, -0.152], [-0.118, -0.281, 0.265], [0.051, 0.156, 0.281], [-0.306, -0.019, 0.122], [-0.197, 0.347, 0.524], [0.056, -0.055, 0.046], [-0.003, 0.016, 0.016], [-0.014, -0.008, -0.025], [0.001, 0.005, -0.033], [0.041, 0.056, -0.027]], "mulliken_spin": [3.07, -0.01, 0.01, 0.00, 0.00, 0.00, 0.00, 0.00, 0.00, 0.00, 0.03, 0.00, 0.00, 0.00, 0.00, 0.06, -0.01, 0.00, 0.04, -0.02, 0.06, -0.04, 0.00, 0.00, 0.00, 0.01, 0.05, -0.05, 0.00, 0.00, 0.00, 0.00, 0.05, -0.11, 0.00, 0.00, 0.00, 0.00, 0.00, 0.00, 0.00, 0.00, 0.00, 0.00, 0.00, 0.00, 0.00, 0.00, 0.00, -0.01, 0.00, 0.00, 0.00, 0.00, -0.04, 0.00, 0.00, 0.00, 0.00, 0.01, 0.00, 0.00, 0.00, -0.10, 0.00, 0.00, 0.00, 0.00, 0.00, 0.01, 0.01, 0.00, -0.01, 0.00, 0.00, 0.00, 0.00, 0.00, 0.00]}